[1]
{"formula": "C16H20N6O3S", "method": "ωB97M-V with the def2-TZVPD basis set", "smiles": "C[C@@H](N)[C@H](N)C(=O)NS(=O)(=O)/C=C/c1cccc(-c2cc(N)ncn2)c1", "gap_ev": 8.13, "molar_mass_g_mol": 376.4, "e_tot_ev": -42832.00887, "e_homo_ev": -8.9, "e_above_lowest_kcal_mol": 47.7, "total_charge": 0, "species": ["C", "C", "N", "C", "N", "C", "O", "N", "S", "O", "O", "C", "C", "C", "C", "C", "C", "C", "C", "C", "C", "N", "N", "C", "N", "C", "H", "H", "H", "H", "H", "H", "H", "H", "H", "H", "H", "H", "H", "H", "H", "H", "H", "H", "H", "H"], "xyz": [[4.189957, -1.522288, -1.541373], [4.896201, -1.297815, -0.152966], [5.617057, 0.011704, -0.160831], [3.963906, -1.494144, 1.087691], [3.952154, -2.966082, 1.263104], [2.736320, -0.635992, 0.994886], [1.658286, -1.252927, 0.775882], [2.949566, 0.736125, 1.307111], [2.211758, 1.996933, 0.622251], [2.574802, 3.132007, 1.390025], [2.672029, 1.977130, -0.793711], [0.491402, 1.593795, 0.642843], [-0.454687, 2.126370, 1.567833], [-1.814744, 2.117107, 1.306787], [-2.567884, 3.255512, 1.715655], [-3.912107, 3.198337, 1.399066], [-4.503496, 2.249629, 0.591812], [-3.801419, 1.036525, 0.296144], [-4.459337, 0.005806, -0.483372], [-3.613693, -0.932957, -1.127318], [-4.196447, -1.906115, -1.921649], [-3.330518, -2.764212, -2.454194], [-5.485685, -2.041573, -2.074200], [-6.228501, -0.988916, -1.606390], [-5.814534, 0.015122, -0.837747], [-2.389530, 1.000474, 0.584881], [5.018203, -1.720805, -2.322308], [3.504958, -0.663181, -1.805493], [3.525677, -2.389739, -1.507085], [5.705779, -1.985272, 0.024770], [5.145269, 0.841793, -0.510584], [6.550474, 0.036591, -0.520034], [4.556687, -1.099527, 1.830462], [3.292314, -3.250631, 2.052889], [3.658191, -3.341353, 0.381556], [3.865652, 0.866184, 1.636291], [0.096005, 0.978002, -0.119809], [-0.219503, 2.967794, 2.227020], [-2.212038, 4.064337, 2.316126], [-4.606798, 3.933370, 1.601131], [-5.591540, 2.305355, 0.342939], [-2.483429, -0.958830, -1.014367], [-3.787443, -3.509909, -3.009392], [-2.316241, -2.821419, -2.376048], [-7.274390, -0.967802, -1.936251], [-1.768681, 0.065484, 0.315965]], "atomic_forces_ev_per_a": [[0.76, -0.07, 0.01], [0.17, 1.99, -1.61], [-0.96, 0.32, 0.97], [1.30, -0.77, -1.83], [-1.66, 1.16, 1.81], [-3.10, -2.88, 0.01], [2.31, 3.10, 0.20], [-1.25, -3.48, 0.22], [0.16, 0.26, -4.27], [-0.35, 0.55, 0.86], [-1.45, -0.01, 2.42], [-1.88, 1.93, 3.63], [5.46, 0.74, -2.72], [-3.03, -1.36, -1.00], [-0.95, -2.50, -0.58], [0.13, -0.20, -1.38], [-0.04, -2.49, 0.40], [1.05, 2.33, 0.31], [0.30, -2.41, -2.97], [0.15, 1.98, 1.76], [1.39, 0.50, 1.36], [-0.33, -3.21, -2.38], [-1.79, 1.18, -0.43], [1.06, -0.36, 0.15], [1.31, -0.26, 0.53], [-1.22, 0.30, 0.67], [-1.56, 0.56, 1.06], [1.09, -0.65, 0.19], [0.14, -0.17, -0.11], [-0.01, -0.65, -0.18], [-0.38, -0.54, -0.13], [0.26, -0.58, -0.14], [1.37, 0.86, 2.11], [1.01, 0.42, -1.81], [-0.54, -0.64, -0.10], [1.47, 0.79, 0.37], [0.32, -0.55, -0.84], [0.89, -0.71, 0.22], [0.60, 0.19, 0.16], [-0.80, 2.06, 1.00], [1.17, -0.03, 0.17], [-1.84, 0.16, -0.17], [0.78, 0.71, 0.53], [-0.89, 0.54, 0.32], [0.39, -0.09, 0.36], [-1.01, 1.96, 0.83]], "nbo_charge": [-0.645, -0.024, -0.891, -0.177, -0.808, 0.686, -0.587, -0.910, 2.300, -0.916, -0.943, -0.525, -0.075, -0.106, -0.174, -0.204, -0.156, -0.070, 0.221, -0.304, 0.392, -0.788, -0.516, 0.284, -0.499, -0.161, 0.222, 0.231, 0.199, 0.217, 0.377, 0.375, 0.205, 0.377, 0.362, 0.439, 0.245, 0.227, 0.228, 0.212, 0.245, 0.205, 0.401, 0.411, 0.186, 0.229]}



[2]
{"formula": "C16H21AuN3OSeTe", "method": "ωB97M-V with the def2-TZVPD basis set", "gap_ev": [5.37, 4.29], "molar_mass_g_mol": 674.9, "e_tot_ev": -99754.54353, "e_homo_ev": [-17.8, -17.4], "e_above_lowest_kcal_mol": 7.7, "total_charge": 3, "species": ["Au", "O", "C", "C", "C", "C", "C", "C", "N", "H", "H", "H", "H", "H", "H", "H", "C", "N", "C", "Se", "N", "C", "C", "C", "C", "C", "C", "H", "H", "H", "H", "H", "H", "H", "H", "C", "Te", "C", "H", "H", "H", "H", "H", "H"], "xyz": [[-1.708484, -0.163227, -0.346851], [-3.128306, -1.940340, -1.843692], [-4.307098, -1.274783, -2.292848], [-4.137601, 0.223003, -2.273026], [-5.082070, 0.990962, -2.945089], [-5.029995, 2.369116, -2.876258], [-4.010491, 2.968114, -2.140946], [-3.095724, 2.161080, -1.512407], [-3.156802, 0.810972, -1.571441], [-3.338857, -2.877720, -1.740868], [-5.150906, -1.524079, -1.640685], [-4.563808, -1.586419, -3.308223], [-5.861961, 0.494526, -3.507332], [-5.769167, 2.971885, -3.387311], [-3.925713, 4.042204, -2.059992], [-2.279551, 2.583864, -0.942077], [1.376732, 2.131900, 2.330304], [1.818148, 0.741051, 2.409369], [1.067376, -0.356995, 2.204291], [-0.742699, -0.477684, 1.817538], [1.837384, -1.439476, 2.455078], [3.098585, -1.046843, 2.824407], [4.240368, -1.769198, 3.183605], [5.345257, -1.015612, 3.492497], [5.338119, 0.400988, 3.445261], [4.221638, 1.118098, 3.095878], [3.085592, 0.358901, 2.785583], [0.295918, 2.155435, 2.227154], [1.850215, 2.617805, 1.478923], [1.660899, 2.637532, 3.251213], [1.465469, -2.378860, 2.502949], [4.248450, -2.848372, 3.235860], [6.261047, -1.509566, 3.787397], [6.249838, 0.923938, 3.698386], [4.221300, 2.197960, 3.066038], [1.549554, -0.018337, -2.093484], [-0.358611, -0.805290, -2.555932], [0.141116, -2.802956, -2.084082], [1.803290, -0.271047, -1.067031], [1.532315, 1.057368, -2.249383], [2.254888, -0.481434, -2.785088], [0.901957, -3.111935, -2.801492], [-0.748054, -3.415071, -2.194727], [0.530459, -2.841441, -1.071460]], "atomic_forces_ev_per_a": [[-0.11, 0.78, -0.21], [0.05, -0.02, -0.04], [-0.10, 0.00, 0.02], [-0.16, -0.01, -0.08], [0.06, -0.06, 0.06], [0.05, 0.02, 0.03], [-0.02, -0.02, 0.00], [0.05, 0.14, -0.08], [-0.07, -0.21, -0.07], [-0.02, 0.02, 0.04], [0.03, 0.00, -0.03], [0.03, 0.02, 0.03], [-0.01, -0.02, -0.01], [0.01, 0.00, -0.01], [0.00, 0.00, 0.01], [0.00, 0.02, 0.01], [-0.01, 0.09, -0.05], [0.04, 0.04, -0.07], [0.15, 0.23, -0.19], [0.14, -0.80, 0.25], [-0.19, -0.11, 0.26], [0.05, -0.12, -0.02], [-0.04, 0.06, 0.02], [-0.02, -0.24, 0.00], [-0.05, 0.23, -0.03], [-0.09, -0.09, 0.02], [0.09, 0.16, -0.01], [0.03, 0.03, 0.00], [0.01, 0.02, 0.03], [-0.02, 0.01, -0.02], [0.06, -0.03, -0.06], [0.01, -0.02, -0.02], [-0.01, -0.04, 0.01], [0.00, 0.04, 0.00], [0.01, 0.02, 0.01], [-0.03, 0.00, -0.01], [0.05, -0.15, 0.28], [0.01, 0.01, -0.05], [0.02, -0.01, -0.01], [-0.01, 0.00, 0.01], [-0.01, 0.00, 0.00], [0.00, 0.01, -0.01], [-0.01, 0.00, 0.00], [0.01, -0.01, 0.00]], "nbo_charge": [0.739, -0.775, -0.113, 0.207, -0.211, -0.074, -0.216, 0.037, -0.574, 0.518, 0.230, 0.226, 0.263, 0.269, 0.271, 0.218, -0.421, -0.300, 0.192, 0.113, -0.474, 0.150, -0.223, -0.114, -0.123, -0.233, 0.205, 0.238, 0.239, 0.260, 0.464, 0.264, 0.265, 0.264, 0.258, -0.905, 1.156, -0.879, 0.241, 0.270, 0.281, 0.279, 0.268, 0.249]}



Question: Number 2 is which compound?
Answer: C16H21AuN3OSeTe